(1)
41
Properties=species:S:1:pos:R:3 method="wB97M-V/def2-TZVPD" homo_ev=-8.7 e_lumo_ev=-0.39 orbital_gap_ev=8.3 multiplicity=1 molar_mass_g_mol=377.849 smiles="O=C(/C=C/c1cccs1)c1cc(Cl)ccc1OC(=O)N1CCOCC1" relative_energy_ev=0.8534
O -1.72 -0.23 2.86
C -1.27 0.04 1.76
C 0.08 0.58 1.60
C 0.48 1.33 0.56
C 1.79 1.89 0.41
C 2.87 1.88 1.27
C 4.00 2.53 0.74
C 3.79 3.04 -0.50
S 2.19 2.74 -1.06
H 4.47 3.58 -1.12
H 4.93 2.62 1.27
H 2.84 1.42 2.24
H -0.20 1.54 -0.25
H 0.74 0.40 2.44
C -2.12 -0.09 0.53
C -3.45 0.31 0.66
C -4.31 0.25 -0.42
C -3.87 -0.23 -1.65
C -2.57 -0.67 -1.77
C -1.69 -0.60 -0.69
O -0.40 -1.04 -0.94
C 0.22 -1.83 -0.02
O -0.31 -2.23 1.00
N 1.47 -2.14 -0.39
C 2.13 -1.68 -1.60
H 1.49 -0.98 -2.13
C 3.45 -1.00 -1.21
H 4.03 -0.76 -2.11
O 4.26 -1.85 -0.43
C 3.60 -2.22 0.76
H 4.29 -2.85 1.31
C 2.30 -2.97 0.45
H 1.75 -3.19 1.36
H 2.53 -3.90 -0.07
H 3.37 -1.32 1.36
H 3.24 -0.08 -0.66
H 2.34 -2.55 -2.23
H -2.21 -1.07 -2.70
H -4.55 -0.28 -2.49
Cl -5.95 0.78 -0.24
H -3.79 0.67 1.62


(2)
12
Properties=species:S:1:pos:R:3 method="wB97M-V/def2-TZVPD" homo_ev=-8.7 e_lumo_ev=-0.26 orbital_gap_ev=8.5 multiplicity=1 molar_mass_g_mol=118.226 relative_energy_ev=2.9696
C 0.00 -1.64 1.27
C -0.52 -0.24 1.11
C 0.36 0.82 1.60
C -0.29 -0.03 -0.39
H -0.21 -2.62 0.73
H 0.06 -2.18 2.44
H 1.07 -1.53 1.03
H -1.57 -0.14 1.21
H 1.43 0.55 1.95
H -0.11 1.43 2.77
S 0.53 1.51 -0.10
S -0.41 -0.82 -1.88


(3)
49
Properties=species:S:1:pos:R:3 method="wB97M-V/def2-TZVPD" homo_ev=-0.5 e_lumo_ev=4.95 orbital_gap_ev=5.5 total_charge=-2 multiplicity=1 molar_mass_g_mol=487.024 relative_energy_ev=0.0000
Pd 0.23 -0.61 -1.37
C -1.94 2.05 -1.00
N -1.68 0.78 -0.26
C -0.89 0.99 0.95
C -0.42 -0.30 1.59
N 0.92 -0.74 1.35
C 1.00 -2.13 1.76
C 1.97 0.04 1.91
C 1.72 1.04 2.86
C 2.75 1.82 3.32
C 4.11 1.63 2.88
C 4.34 0.55 2.01
C 3.29 -0.25 1.51
S 3.75 -1.43 0.35
C -2.90 0.01 -0.05
C -3.98 0.58 0.55
C -5.23 -0.01 0.67
C -5.35 -1.31 0.12
C -4.21 -1.91 -0.43
C -2.95 -1.36 -0.52
S -1.64 -2.15 -1.36
H -2.35 2.90 -0.44
H -2.58 1.80 -1.81
H -1.05 2.39 -1.43
H -1.49 1.63 1.70
H -0.04 1.60 0.62
H -1.08 -1.10 1.27
H -0.67 -0.20 2.66
H 0.69 -2.25 2.82
H 2.05 -2.47 1.65
H 0.38 -2.71 1.11
H 0.74 1.17 3.23
H 2.52 2.53 4.11
H 4.94 2.26 3.23
H 5.34 0.29 1.63
H -3.88 1.57 1.01
H -6.07 0.57 1.15
H -6.32 -1.83 0.10
H -4.33 -2.90 -0.93
C 3.06 -0.38 -3.07
S 1.32 0.19 -3.05
C 1.11 -0.57 -4.68
O 1.51 1.61 -3.58
H 3.15 -1.45 -3.27
H 3.43 -0.16 -2.06
H 3.49 0.26 -3.87
H 1.38 -1.61 -4.72
H 1.82 0.03 -5.25
H 0.05 -0.47 -4.98


(4)
12
Properties=species:S:1:pos:R:3 method="wB97M-V/def2-TZVPD" homo_ev=-9.9 e_lumo_ev=0.67 orbital_gap_ev=10.6 multiplicity=1 molar_mass_g_mol=99.089 smiles="O=C[C@H]1CN=CO1" relative_energy_ev=1.2600
O -2.28 0.26 0.98
C -1.63 -0.33 0.15
C -0.41 0.28 -0.53
C 0.57 0.95 0.43
N 1.51 -0.13 0.77
C 1.35 -1.00 -0.14
O 0.37 -0.80 -1.08
H -1.89 -1.35 -0.19
H -0.75 0.94 -1.33
H 1.14 1.73 -0.08
H 0.07 1.38 1.30
H 1.93 -1.90 -0.27


(5)
6
Properties=species:S:1:pos:R:3 method="wB97M-V/def2-TZVPD" homo_ev=-10.7 e_lumo_ev=0.43 orbital_gap_ev=11.1 multiplicity=1 molar_mass_g_mol=104.086 smiles="O=C=O.O=C=S" relative_energy_ev=0.2945
C -2.09 0.38 -0.31
C 2.13 -0.31 0.30
O -1.17 0.99 -0.71
O 3.22 -0.02 0.36
O 1.00 -0.45 0.07
S -3.09 -0.59 0.30


(6)
62
Properties=species:S:1:pos:R:3 method="wB97M-V/def2-TZVPD" homo_ev=-13.5 e_lumo_ev=-7.68 orbital_gap_ev=5.8 total_charge=+2 multiplicity=1 molar_mass_g_mol=812.566 relative_energy_ev=1.8046
Tc -0.61 -12.98 12.34
C 3.30 -12.76 14.24
C 2.21 -12.98 13.28
N 1.08 -12.31 13.26
N 0.95 -11.16 13.96
C -0.27 -10.67 13.80
O -1.10 -11.15 12.97
C -0.70 -9.51 14.56
C -2.00 -8.97 14.39
C -2.54 -8.04 15.32
C -1.74 -7.74 16.45
C -0.48 -8.33 16.67
C 0.07 -9.20 15.75
C 2.31 -13.97 12.20
C 3.43 -14.71 11.86
C 3.37 -15.43 10.64
C 2.20 -15.36 9.90
C 1.10 -14.64 10.38
N 1.15 -13.95 11.51
H 4.27 -12.79 13.78
H 3.22 -13.69 14.93
H 3.16 -11.85 14.88
H -2.65 -9.32 13.62
H -3.55 -7.61 15.28
H -2.22 -7.17 17.22
H 0.03 -8.15 17.64
H 0.90 -9.85 16.03
H 4.26 -14.76 12.54
H 4.13 -16.15 10.32
H 2.13 -15.83 8.93
H 0.18 -14.70 9.80
S -3.18 -10.77 10.78
As -1.35 -10.36 9.63
S -1.85 -13.79 10.26
S 0.28 -11.55 10.47
S -2.84 -12.23 9.34
Br -6.58 -14.24 18.28
C -5.21 -14.05 17.08
C -3.91 -14.25 17.44
C -2.89 -14.14 16.54
C -3.16 -13.68 15.25
C -4.48 -13.35 14.97
C -5.51 -13.54 15.84
C -2.18 -13.28 14.26
O -0.92 -13.40 14.38
O -2.56 -12.92 13.10
H -3.78 -14.71 18.41
H -1.93 -14.58 16.87
H -4.74 -12.77 14.04
H -6.49 -13.16 15.58
C -1.59 -17.47 11.52
N -0.57 -17.18 12.60
C 0.10 -18.32 13.25
C -0.51 -15.95 12.98
O -1.16 -14.99 12.37
H -2.17 -18.35 11.83
H -1.11 -17.71 10.57
H -2.26 -16.67 11.38
H -0.61 -19.15 13.18
H 0.34 -18.16 14.27
H 1.01 -18.53 12.71
H 0.15 -15.77 13.80


Max |F|
In order: 1.0 6.3 2.6 0.6 4.7 2.6
Unit: eV/Å